[1]
Entry from the Open Molecules 2025 dataset: a structure of composition C24H34AuNO4P2 (ωB97M-V with the def2-TZVPD basis set).

CARTESIAN COORDINATES (ANGSTROEM)
H -2.804 3.677 -1.724
O 1.956 -0.753 -0.110
C 0.174 -0.001 -3.090
C 4.756 -0.185 -0.625
C 6.122 0.072 -0.742
H 8.126 -0.624 -0.317
H -2.501 -2.847 -0.411
H 4.971 -3.173 1.022
C 2.176 2.489 1.340
H -2.140 -1.130 2.058
H 1.645 -3.232 -0.648
C -1.156 -1.834 3.837
P 0.523 2.206 0.615
C 0.209 0.510 -4.395
C -1.172 -1.250 2.552
H -1.375 0.373 0.543
C 4.313 -1.352 0.004
C 0.056 -2.014 4.515
H -2.665 -1.676 -1.766
H 0.250 -3.808 0.292
H -2.984 1.400 -1.730
H 2.160 -0.723 2.168
H 2.241 1.988 2.321
O 2.639 -2.583 1.063
C 6.631 -1.999 0.388
C 5.273 -2.260 0.509
C 0.318 1.895 -4.567
H 0.510 3.810 -3.577
C 0.399 2.727 -3.461
O -2.570 2.960 -1.111
H 0.597 4.061 -1.085
H 0.180 -0.178 -5.247
N 0.191 0.819 -2.023
H -2.098 -2.144 4.302
H 0.074 -2.465 5.514
H -1.577 3.021 -1.044
C 7.061 -0.828 -0.238
C 0.337 2.183 -2.148
H -2.145 -3.384 -2.092
H -4.047 0.396 -1.277
O -3.288 0.461 -1.878
Au 0.170 -0.043 -0.015
H -1.630 3.005 1.388
H 0.420 -4.294 -1.434
C 0.011 -0.840 1.932
H -0.594 2.476 2.762
C 0.349 3.000 -0.968
C 1.214 -1.025 2.612
H 6.466 0.989 -1.222
C 0.230 -1.502 -2.848
H -0.305 4.066 1.970
H 0.357 2.323 -5.573
C -2.088 -2.535 -1.385
H 2.203 -1.740 4.406
H -1.488 0.269 -0.424
C 2.843 -1.642 0.295
P -0.368 -1.990 -1.160
C 0.573 -3.482 -0.708
H -0.298 -2.056 -3.638
C 1.244 -1.607 3.896
H 7.357 -2.704 0.792
H 2.361 3.571 1.470
H 2.940 2.066 0.671
C -0.610 3.017 1.802
H 4.034 0.539 -1.008
H 1.292 -1.812 -2.885

E_tot = -57384.211 eV
2S+1 = 3
frontier orbital gap (alpha / beta) = 6.2 / 7.0 eV
energy relative to the best compared isomer or geometry (same formula, charge and spin) = 95.7 kcal/mol
⟨S²⟩ = 2.01
LUMO level (alpha / beta) = 0.021 / -0.004 hartree

Here are the Mulliken charges for atoms 1 to 6, given in e: H 0.2676; O -0.3256; C 0.7053; C 0.0724; C -0.8613; H 0.3812

---

[2]
Entry from the Open Molecules 2025 dataset: a structure of composition C24H34BF2N3OP2RhSi (ωB97M-V with the def2-TZVPD basis set).

CARTESIAN COORDINATES (ANGSTROEM)
H 5.558 -0.976 -1.190
N 0.830 1.414 2.169
C 2.506 2.790 3.166
H -2.183 -6.038 2.653
H 1.527 -1.804 -3.963
N 0.801 -0.893 2.794
C -0.468 -2.622 2.075
N 0.093 -1.399 1.844
C -0.385 -3.259 3.327
H 4.190 -2.067 -1.186
F -0.688 2.475 0.649
H -4.445 -0.728 -1.110
P -0.112 -1.541 -2.164
H 2.219 -2.004 -2.337
C 1.250 0.328 2.927
Rh -0.134 -0.299 -0.109
C 2.859 1.746 4.047
C -0.577 -3.282 -2.544
C -1.076 -0.735 -4.692
C 4.036 1.978 -0.583
C 4.488 -1.037 -1.360
H -0.365 -1.421 -5.127
C -3.506 -0.994 -0.626
H -3.163 -1.950 -1.015
P -2.245 0.307 -0.946
H 0.159 -2.772 4.122
O 2.015 -0.028 -0.035
H 5.114 2.090 -0.634
H 5.521 -0.292 1.349
H 3.630 1.898 4.786
C -0.994 -4.478 3.519
C -1.791 -4.464 1.251
H 4.084 -1.149 1.916
H -1.226 -2.741 0.087
H -3.660 -1.081 0.450
H 1.847 -0.382 -2.925
C -1.191 -0.612 -3.314
C 1.498 2.592 2.273
H -2.342 -4.935 0.449
H 4.311 -0.798 -2.403
H -1.758 -0.046 -6.596
H 3.001 3.744 3.212
F -1.515 0.864 1.990
C -2.803 0.904 -4.988
C -2.147 0.248 -2.769
H -2.717 2.687 -0.960
C 4.454 -0.215 1.516
H -3.710 1.661 -3.214
H 0.032 -3.956 -1.946
C -1.869 0.035 -5.526
C -1.178 -3.249 1.043
H -1.626 -3.455 -2.317
H 4.263 0.581 2.222
H -3.414 1.506 -5.642
H 2.479 -0.300 4.548
H 3.655 2.659 0.172
B -0.416 1.357 1.352
H -0.919 -4.962 4.480
H -4.216 1.716 -1.023
C -2.958 0.997 -3.613
C -1.702 -5.086 2.490
C 1.531 -1.422 -2.944
H 3.622 2.276 -1.541
C 2.230 0.543 3.928
C -3.226 1.804 -0.579
H 1.156 3.381 1.622
H -0.412 -3.485 -3.600
H -3.328 1.901 0.500
Si 3.567 0.164 -0.173

E_tot = -67531.247 eV
2S+1 = 1
frontier orbital gap (alpha / beta) = 5.5 / 5.5 eV
energy relative to the best compared isomer or geometry (same formula, charge and spin) = 104.5 kcal/mol
LUMO level (alpha / beta) = -0.188 / -0.188 hartree
total charge = +1

Here are the Mulliken charges for atoms 1 to 6, given in e: H 0.4671; N -0.3458; C -0.4844; H 0.4262; H 0.5955; N -0.8646

---

[3]
Entry from the Open Molecules 2025 dataset: a cluster of 2 separate species, C24H34BN4 in total (ωB97M-V with the def2-TZVPD basis set).

CARTESIAN COORDINATES (ANGSTROEM)
C 2.257 3.188 3.109
H 5.151 4.464 4.059
H 4.934 1.894 2.791
C 1.746 2.019 2.477
C -4.522 -2.851 -0.743
C 4.374 2.087 3.717
H 4.287 -2.344 -1.414
H 4.410 -2.872 -3.113
C 2.557 -0.616 -2.410
C -5.413 -4.746 0.562
C -4.648 -1.885 -1.785
H 2.461 1.391 -3.302
H -0.156 -2.255 -1.176
H -6.431 -5.065 0.816
H 5.635 -1.776 -2.435
H -1.480 -1.915 0.458
C -1.509 0.163 -1.284
C 0.080 4.195 2.756
H 4.910 0.889 -3.329
H -3.853 -0.052 -2.596
B -1.759 3.053 1.618
H -0.637 4.999 2.893
C 4.058 4.491 4.133
H 2.350 1.118 2.376
N 3.516 3.249 3.612
H -6.973 -4.994 -1.279
H -4.952 -4.298 1.446
C -3.366 -2.833 0.082
H 5.086 2.261 4.529
C 1.928 0.623 -2.740
H -3.227 -3.551 0.895
H 2.257 -2.563 -1.431
C 1.374 4.301 3.196
C 4.476 -0.006 -3.793
C -6.590 -3.979 -1.439
H -2.418 2.132 2.000
N -5.491 -3.782 -0.521
C -0.140 -0.188 -1.789
C 1.807 -1.621 -1.745
C 0.449 -1.435 -1.546
H -1.926 0.981 -1.869
H 0.055 1.149 1.425
H 3.787 1.194 3.941
H -4.829 -5.634 0.268
C 0.473 2.006 1.960
C -2.536 -0.917 -1.133
H -6.258 -3.869 -2.481
H 5.270 -0.590 -4.257
H 0.157 1.828 -2.467
H 3.769 4.655 5.185
C -2.380 -1.894 -0.150
C -3.703 -0.879 -1.906
H -1.969 3.773 0.698
H 3.685 5.338 3.548
H -5.504 -1.914 -2.466
C 0.621 0.850 -2.346
H -1.315 0.517 -0.268
N -0.376 3.074 2.121
C 4.570 -2.031 -2.422
H 3.767 0.330 -4.558
N 3.832 -0.852 -2.815
H -7.411 -3.265 -1.270
H 1.683 5.257 3.609

E_tot = -32069.223 eV
2S+1 = 1
frontier orbital gap = 4.9 eV
energy relative to the best compared isomer or geometry (same formula, charge and spin) = 3.3 kcal/mol
LUMO level = -0.146 hartree
total charge = +1

Here are the Mulliken charges for atoms 1 to 6, given in e: C 1.6532; H 0.4435; H 0.3188; C -0.9649; C 1.5604; C -1.1072

---

[4]
Entry from the Open Molecules 2025 dataset: a cluster of 3 separate species, C24H34Cl2F5NO10S3 in total (ωB97M-V with the def2-TZVPD basis set).

CARTESIAN COORDINATES (ANGSTROEM)
F -3.284 0.669 1.469
C 0.198 1.333 -2.632
O 0.077 4.983 2.725
C 8.795 -4.852 -6.491
H -2.200 5.139 1.740
C 1.503 -2.352 -3.343
S -5.962 0.767 8.027
F -4.048 0.435 -0.568
H -8.050 1.025 9.060
H 9.106 -5.455 -7.345
H 8.427 -3.898 -6.865
H -5.419 -0.711 5.459
H 1.076 1.897 -2.947
H -6.635 2.036 4.869
H 1.588 -2.076 -0.677
C -0.152 2.671 1.833
O 7.291 -2.497 -4.981
Cl 0.319 3.811 -0.502
H 8.100 -6.561 -5.391
H 1.311 1.291 -0.754
F -6.461 1.605 0.319
C -7.044 1.375 9.273
C -0.758 2.644 0.420
H 4.278 -0.275 -4.968
H 9.662 -4.646 -5.864
H -5.062 1.770 5.601
C -0.578 4.110 2.246
H -1.950 4.303 -0.112
O 0.383 -0.524 -1.086
O -6.732 1.379 6.781
N -1.969 4.169 1.933
Cl -1.051 1.671 3.033
H 5.507 -2.519 -2.787
H -6.695 0.966 10.218
O 7.369 -4.911 -4.479
C 7.730 -5.587 -5.704
C 3.128 -0.607 -3.174
F -5.822 -0.282 1.145
C 2.123 -1.360 -2.586
H 1.779 2.783 4.024
H 6.834 -5.755 -6.303
C -4.109 1.170 0.551
C -6.065 1.354 5.497
C 6.074 -3.443 -2.887
C 2.866 -1.811 -5.267
H -7.034 -0.451 4.823
H -1.039 0.500 0.396
C 3.491 -0.847 -4.490
C -5.563 1.036 1.104
C 1.870 -2.569 -4.659
O 5.281 -3.927 -5.316
C 1.322 2.360 1.978
H 1.361 -3.328 -5.240
H 6.996 -3.386 -2.315
C -6.031 -0.025 4.875
H 3.635 0.173 -2.617
H -5.615 0.021 3.879
H -6.997 2.460 9.284
C -2.063 3.500 0.618
H 5.473 -4.296 -2.583
O -6.048 -0.660 7.989
S -3.718 2.945 0.126
H -0.683 1.954 -2.781
H 0.721 -2.949 -2.890
O -3.858 3.130 -1.287
H 1.909 2.352 1.066
H 3.130 -1.976 -6.300
O -4.685 1.406 8.137
C 1.903 2.126 3.169
C 0.373 0.906 -1.153
H 0.117 0.441 -3.247
H 2.513 1.241 3.320
H 2.426 -0.539 -0.609
O -4.637 3.712 0.922
C 1.672 -1.103 -1.168
F -5.630 1.495 2.350
C -0.846 1.312 -0.303
S 6.473 -3.604 -4.591
H -1.690 1.353 -0.996

structure (SMILES) = C=C[C@@]1(Cl)C(=O)N[C@H](S(=O)(=O)C(F)(F)C(F)(F)F)[C@]1(Cl)C[C@H](C)OCc1ccccc1.CCOS(C)(=O)=O.CCOS(C)(=O)=O
E_tot = -118538.157 eV
2S+1 = 1
frontier orbital gap = 9.2 eV
LUMO level = -0.003 hartree

Here are the Mulliken charges for atoms 1 to 6, given in e: F -0.2215; C -1.6553; O -0.5657; C -0.9876; H 0.3514; C -0.4732

---

[5]
Entry from the Open Molecules 2025 dataset: the ion C24H34ClN2O4 with charge +1 (ωB97M-V with the def2-TZVPD basis set).

CARTESIAN COORDINATES (ANGSTROEM)
H -1.002 -2.292 0.942
H -1.593 1.646 -0.838
H -6.604 -3.879 1.927
H -3.404 0.094 -3.222
H -4.862 0.830 -2.508
C 3.159 -1.070 -0.697
C -4.355 -1.923 0.633
C -0.671 1.702 0.994
Cl 5.359 -4.368 -0.336
H 6.543 -2.058 0.828
O 3.388 1.151 0.016
C 2.351 3.609 1.398
H -0.844 3.492 2.190
O -5.541 -2.470 0.996
C -3.126 -2.449 1.012
H 4.545 2.085 1.466
H 5.112 2.265 -0.218
H 1.959 2.615 1.609
H -5.057 -4.472 1.277
H 0.193 -0.552 -0.132
H 0.287 1.395 1.417
H -3.545 1.870 -3.100
H 2.960 3.528 -0.690
C 3.593 -2.377 -0.787
C -0.895 3.219 1.137
C 4.225 2.226 0.426
H 5.781 0.251 0.994
C 3.415 3.512 0.300
C -1.943 -0.742 -0.189
H 0.398 1.813 -2.193
C 1.192 4.567 1.059
C 5.591 -1.781 0.405
C 3.928 -0.106 -0.046
H 4.092 4.362 0.368
C 4.812 -2.734 -0.229
H 0.821 5.015 1.983
H 1.573 5.380 0.437
H -7.063 -1.433 -0.596
H -1.908 3.443 0.777
C -0.657 -0.116 -0.661
H 2.832 3.959 2.312
H 2.227 -0.776 -1.153
C -6.800 -0.452 -0.200
C -4.388 -0.752 -0.161
C -3.784 0.923 -2.620
H -0.825 3.816 -1.474
O -3.134 0.961 -1.352
H -3.088 -3.331 1.627
N 0.037 4.016 0.388
H -6.931 -0.445 0.883
H -5.086 -3.471 2.761
C 0.131 3.592 -0.979
H 0.908 4.163 -1.486
H -7.442 0.306 -0.648
C -3.172 -0.200 -0.585
H -0.530 -0.288 -1.734
O -5.487 -0.073 -0.568
C -1.937 -1.861 0.624
C -5.552 -3.640 1.786
H -1.472 1.154 1.493
C 0.403 2.084 -1.135
H 2.995 -3.116 -1.295
C 5.154 -0.471 0.497
N -0.674 1.351 -0.440
H 1.364 1.800 -0.698

structure (SMILES) = COc1ccc(C[NH+]2CCN(CCCCOc3ccc(Cl)cc3)CC2)c(OC)c1OC
E_tot = -49125.187 eV
2S+1 = 1
frontier orbital gap = 8.9 eV
LUMO level = -0.070 hartree
total charge = +1

Here are the Mulliken charges for atoms 1 to 6, given in e: H 0.4671; H 0.4159; H 0.2676; H 0.3384; H 0.2524; C -0.0058

---

[6]
Entry from the Open Molecules 2025 dataset: a cluster of 5 separate species, C24H34F5O15 in total (ωB97M-V with the def2-TZVPD basis set).

CARTESIAN COORDINATES (ANGSTROEM)
C -2.916 -0.071 2.268
C 2.974 -2.531 2.005
H 1.575 2.613 -0.109
H -1.296 -1.066 -1.921
C 0.051 -3.142 4.902
H -3.242 -0.567 -1.085
C -3.429 1.394 -1.956
O -0.074 3.418 -4.034
H 0.255 0.727 -3.465
H -1.035 -3.253 4.911
O 3.882 4.519 2.220
C 1.236 2.906 0.886
H -3.813 1.602 0.668
H 0.398 -2.549 -1.334
H -1.380 1.064 -3.862
C 1.583 3.785 -6.976
H 0.624 1.854 -7.410
C -4.340 0.701 0.358
F 2.591 1.641 -7.115
C -1.646 -0.378 1.454
H -2.114 3.056 -1.932
H -2.911 0.944 2.628
O 0.139 -3.148 1.450
C -0.757 0.617 -3.103
O 3.186 -1.289 1.356
H 1.300 4.144 -7.962
H -4.216 2.148 -1.938
C 0.192 -2.785 -2.379
C -1.018 -0.883 -2.949
H 1.712 0.932 1.661
C -4.185 -0.354 1.482
C 0.527 3.292 -5.043
O 0.637 -4.165 5.724
F -3.929 -1.674 0.889
F -0.412 -0.891 5.495
H -1.794 -3.046 1.600
F 2.213 -2.326 3.108
O 0.572 -2.301 6.961
C 0.498 -1.885 5.602
O 1.872 4.119 1.265
H -3.362 1.057 -2.987
H -1.871 -0.759 0.466
H 4.493 -4.038 2.404
O 0.688 4.274 -5.976
O -0.745 -1.306 2.159
H -1.050 0.520 1.326
C 1.437 2.290 -6.826
O 1.231 -4.250 7.895
C 0.849 -3.637 6.954
F -0.104 3.098 0.861
H -4.858 -0.105 -1.540
H 4.692 -2.535 3.328
C 2.989 3.778 1.973
H -0.502 0.698 -0.974
H 2.455 -3.204 1.326
C 4.373 -2.958 2.374
C -3.953 0.251 -1.061
O 4.833 -0.593 -0.028
H -2.200 2.265 -0.395
O 0.177 -1.632 -3.190
O 5.143 -2.382 1.313
H 0.403 -3.209 3.883
C 4.430 -1.342 0.796
H -0.771 -3.294 -2.417
C -2.162 2.080 -1.460
C -0.837 -2.526 1.709
H 0.979 2.028 2.850
C -0.828 1.370 -1.763
C 1.648 1.967 1.990
H 0.953 -3.477 -2.723
O 2.938 2.476 2.351
H -2.914 -0.773 3.097
H -5.390 0.984 0.315
H 1.472 -1.513 5.284
H -0.074 2.149 -1.814
H -1.824 -1.186 -3.618
O 1.154 2.146 -5.450
H 2.598 4.116 -6.751

E_tot = -69737.694 eV
2S+1 = 1
frontier orbital gap = 3.8 eV
energy relative to the best compared isomer or geometry (same formula, charge and spin) = 9.4 kcal/mol
LUMO level = 0.071 hartree
total charge = -1

Here are the Mulliken charges for atoms 1 to 6, given in e: C -1.1641; C 0.1374; H 0.3469; H -0.2264; C 0.2311; H 0.0986

---

Which of these has the highest 2S+1? C24H34AuNO4P2

---

What did the sixth record say?
Entry from the Open Molecules 2025 dataset: a cluster of 5 separate species, C24H34F5O15 in total (ωB97M-V with the def2-TZVPD basis set).

CARTESIAN COORDINATES (ANGSTROEM)
C -2.916 -0.071 2.268
C 2.974 -2.531 2.005
H 1.575 2.613 -0.109
H -1.296 -1.066 -1.921
C 0.051 -3.142 4.902
H -3.242 -0.567 -1.085
C -3.429 1.394 -1.956
O -0.074 3.418 -4.034
H 0.255 0.727 -3.465
H -1.035 -3.253 4.911
O 3.882 4.519 2.220
C 1.236 2.906 0.886
H -3.813 1.602 0.668
H 0.398 -2.549 -1.334
H -1.380 1.064 -3.862
C 1.583 3.785 -6.976
H 0.624 1.854 -7.410
C -4.340 0.701 0.358
F 2.591 1.641 -7.115
C -1.646 -0.378 1.454
H -2.114 3.056 -1.932
H -2.911 0.944 2.628
O 0.139 -3.148 1.450
C -0.757 0.617 -3.103
O 3.186 -1.289 1.356
H 1.300 4.144 -7.962
H -4.216 2.148 -1.938
C 0.192 -2.785 -2.379
C -1.018 -0.883 -2.949
H 1.712 0.932 1.661
C -4.185 -0.354 1.482
C 0.527 3.292 -5.043
O 0.637 -4.165 5.724
F -3.929 -1.674 0.889
F -0.412 -0.891 5.495
H -1.794 -3.046 1.600
F 2.213 -2.326 3.108
O 0.572 -2.301 6.961
C 0.498 -1.885 5.602
O 1.872 4.119 1.265
H -3.362 1.057 -2.987
H -1.871 -0.759 0.466
H 4.493 -4.038 2.404
O 0.688 4.274 -5.976
O -0.745 -1.306 2.159
H -1.050 0.520 1.326
C 1.437 2.290 -6.826
O 1.231 -4.250 7.895
C 0.849 -3.637 6.954
F -0.104 3.098 0.861
H -4.858 -0.105 -1.540
H 4.692 -2.535 3.328
C 2.989 3.778 1.973
H -0.502 0.698 -0.974
H 2.455 -3.204 1.326
C 4.373 -2.958 2.374
C -3.953 0.251 -1.061
O 4.833 -0.593 -0.028
H -2.200 2.265 -0.395
O 0.177 -1.632 -3.190
O 5.143 -2.382 1.313
H 0.403 -3.209 3.883
C 4.430 -1.342 0.796
H -0.771 -3.294 -2.417
C -2.162 2.080 -1.460
C -0.837 -2.526 1.709
H 0.979 2.028 2.850
C -0.828 1.370 -1.763
C 1.648 1.967 1.990
H 0.953 -3.477 -2.723
O 2.938 2.476 2.351
H -2.914 -0.773 3.097
H -5.390 0.984 0.315
H 1.472 -1.513 5.284
H -0.074 2.149 -1.814
H -1.824 -1.186 -3.618
O 1.154 2.146 -5.450
H 2.598 4.116 -6.751

E_tot = -69737.694 eV
2S+1 = 1
frontier orbital gap = 3.8 eV
energy relative to the best compared isomer or geometry (same formula, charge and spin) = 9.4 kcal/mol
LUMO level = 0.071 hartree
total charge = -1

Here are the Mulliken charges for atoms 1 to 6, given in e: C -1.1641; C 0.1374; H 0.3469; H -0.2264; C 0.2311; H 0.0986